1.
Entry from the Open Molecules 2025 dataset: the molecule C4H8O2 (wB97M-V/def2-TZVPD).

```
14
Properties=species:S:1:pos:R:3
C -0.83449 -0.19900 1.37877
C -0.63510 0.60921 0.10345
O 0.51449 1.50063 0.12264
C 1.26715 0.58078 -0.67179
C -0.00148 -0.17249 -1.07533
O 0.03480 -1.56927 -1.08453
H -0.01982 -0.91035 1.56572
H -0.88855 0.47495 2.23689
H -1.76550 -0.77860 1.33769
H -1.52225 1.20774 -0.11982
H 1.89241 -0.05340 -0.02638
H 1.88897 1.03983 -1.44708
H -0.41630 0.13186 -2.03906
H 0.48565 -1.86190 -0.28118
```

The SMILES is C[C@H]1OC[C@H]1O. Its orbital gap is 10.733 eV. As for the HOMO energy: -9.8454 eV. The calculation puts the lowest unoccupied orbital energy at 0.9 eV. Its molecular weight is 88.106 g/mol. The energy above the lowest of the compared OMol25 structures with the same formula, charge and spin comes out at 43.6 kcal per mole.

Table of Löwdin atomic charges, one value per atom, all in e: -0.031, -0.304, -0.084, -0.135, -0.312, -0.010, 0.076, 0.085, 0.090, 0.142, 0.123, 0.122, 0.153, 0.084

***

2.
Entry from the Open Molecules 2025 dataset: the ion C3H5O4S with charge -1 (wB97M-V/def2-TZVPD).

```
13
Properties=species:S:1:pos:R:3
C 0.07744 1.46477 -0.50761
C 0.33966 0.13293 0.07144
O 1.79559 -0.22156 -0.16020
O 0.08485 0.22829 1.45899
S -0.46659 -1.13280 2.30719
C -0.48920 -1.14719 -0.73365
O -1.70364 -1.08193 -0.74257
O 0.30298 -1.95058 -1.24528
H -0.81814 1.89685 -0.00468
H 0.00467 1.43861 -1.64766
H 0.98734 2.09193 -0.30400
H 1.65423 -1.06926 -0.72602
H -1.76920 -0.65006 2.23406
```

The net charge is -1. The SMILES is C[C@@](O)(OS)C(=O)[O-]. Its orbital gap is 7.712 eV. As for the HOMO energy: -4.4245 eV. The calculation puts the lowest unoccupied orbital energy at 3.3 eV. Its molecular weight is 137.136 g/mol. The energy above the lowest of the compared OMol25 structures with the same formula, charge and spin comes out at 36.1 kcal per mole.

Table of Löwdin atomic charges, one value per atom, all in e: -0.049, -0.560, -0.109, -0.537, 0.778, -0.700, -0.028, -0.048, 0.090, 0.110, 0.086, 0.070, -0.101

***

3.
Entry from the Open Molecules 2025 dataset: a cluster of 2 separate species, C3H4N2O in total (wB97M-V/def2-TZVPD).

```
10
Properties=species:S:1:pos:R:3
O 0.27763 0.26983 2.42583
C 0.32463 -0.53876 1.38770
C 0.37319 -1.32157 0.47701
C -0.36760 -0.16593 -2.10209
N -0.30786 0.82635 -1.45031
N -0.02293 1.81167 -0.75829
H 0.80053 -0.13772 3.13096
H 0.45728 -1.96135 -0.36894
H -1.01720 -0.52932 -2.87653
H -0.51768 1.74680 0.13466
```

Its orbital gap is 9.360 eV. As for the HOMO energy: -8.8512 eV. The calculation puts the lowest unoccupied orbital energy at 0.5 eV. Its molecular weight is 84.078 g/mol. The energy above the lowest of the compared OMol25 structures with the same formula, charge and spin comes out at 143.6 kcal per mole.

Table of Löwdin atomic charges, one value per atom, all in e: 0.049, -0.295, 0.070, 0.067, -0.233, 0.081, 0.126, 0.017, 0.059, 0.059

***

4.
Entry from the Open Molecules 2025 dataset: a structure of composition C13H12N7OPtS (wB97M-V/def2-TZVPD).

```
35
Properties=species:S:1:pos:R:3
Pt -0.16413 -1.02863 -1.39206
N -1.00132 0.70194 -4.05342
C -0.45680 1.52271 -3.15900
N -0.49213 2.82734 -3.37054
C 0.02655 3.61040 -2.42272
N 0.00843 4.92719 -2.58923
N 0.58230 3.13479 -1.28778
C 0.60319 1.83291 -1.15277
N 0.10746 0.96430 -2.05213
C 1.19377 1.28272 0.07806
C 1.77246 2.10555 1.03993
C 2.26589 1.52234 2.19422
C 2.17827 0.14556 2.35007
C 1.60670 -0.60101 1.33482
N 1.12485 -0.04006 0.23837
H -1.45243 1.09038 -4.86428
H -0.94618 -0.29922 -3.91471
H -0.41050 5.31748 -3.41491
H 0.33459 5.52634 -1.85075
H 1.80920 3.16821 0.85795
H 2.71155 2.12951 2.96516
H 2.54331 -0.34621 3.23627
H 1.54049 -1.67742 1.40278
O -0.21582 -3.04243 -0.72956
N -0.77112 -3.11347 0.45364
C -0.30373 -4.03612 1.31453
C -0.79069 -4.13891 2.59252
C -1.81440 -3.27994 3.00082
C -2.30010 -2.35212 2.10941
C -1.76764 -2.25784 0.82172
S -2.34433 -1.08089 -0.29672
H 0.48466 -4.65885 0.91733
H -0.36993 -4.86765 3.26696
H -2.21235 -3.33324 4.00013
H -3.08008 -1.65568 2.37588
```

The net charge is +1. Its orbital gap (alpha / beta) is 6.493 / 6.491 eV. As for the HOMO energy (alpha / beta): -10.8077 / -10.8100 eV. The calculation puts the lowest unoccupied orbital energy (alpha / beta) at -4.3 / -4.3 eV. Its molecular weight is 509.432 g/mol. The energy above the lowest of the compared OMol25 structures with the same formula, charge and spin comes out at 20.8 kcal per mole.

Table of Löwdin atomic charges, one value per atom, all in e: 0.916, 0.190, -0.429, 0.190, -0.415, 0.203, 0.191, -0.269, -0.005, -0.201, 0.024, -0.019, -0.018, -0.102, 0.003, 0.127, 0.090, 0.123, 0.123, 0.118, 0.120, 0.116, 0.113, -0.267, -0.237, -0.015, -0.034, -0.037, -0.075, -0.665, 0.644, 0.147, 0.117, 0.119, 0.114

***

5.
Entry from the Open Molecules 2025 dataset: a structure of composition C43H33AgF4N10O3PSe2 (wB97M-V/def2-TZVPD).

```
97
Properties=species:S:1:pos:R:3
Ag -0.42188 -1.00518 -1.64600
O -1.29656 2.54037 -3.18457
C -2.08169 3.64299 -2.80460
C -3.42058 3.18127 -2.22812
C -4.21170 4.48883 -1.98532
O -5.48613 4.31761 -1.39031
C -3.25885 2.48018 -0.87722
Se -2.81968 0.57477 -1.02296
C -4.21071 2.29182 -3.19359
Se -3.58898 0.43268 -3.24738
H -0.38655 2.82639 -3.34560
H -2.27404 4.29968 -3.66579
H -1.57911 4.24212 -2.03590
H -4.29953 5.03437 -2.93225
H -3.64618 5.11413 -1.29272
H -6.04840 3.82428 -1.99413
H -4.18713 2.53833 -0.31460
H -2.46170 2.94359 -0.29567
H -4.15556 2.67631 -4.21342
H -5.25631 2.24115 -2.89077
N -1.24738 -1.00801 1.72275
C -1.67997 -2.17117 1.24337
N -2.11939 -3.09057 2.11219
C -2.59510 -4.19620 1.55798
N -3.00651 -5.18110 2.39424
N -2.69292 -4.44873 0.24026
C -2.21697 -3.47334 -0.52189
N -1.68714 -2.34293 -0.09976
C -2.32165 -3.66504 -2.00708
C -3.12387 -4.67041 -2.52864
C -3.22738 -4.78302 -3.90530
C -2.52531 -3.90108 -4.70961
C -1.73988 -2.93436 -4.10006
N -1.64283 -2.82040 -2.78067
H -1.15668 -0.89968 2.71975
H -0.73062 -0.38093 1.12405
H -3.12589 -4.94359 3.36248
H -3.54751 -5.92838 1.99959
H -3.64886 -5.33050 -1.85497
H -3.85340 -5.54921 -4.34435
H -2.58185 -3.95194 -5.78811
H -1.16865 -2.21814 -4.67943
O 1.22735 -1.73862 0.17512
P 2.34129 -1.60796 1.15723
C 1.75853 -1.11660 2.79307
C 1.39919 -2.08253 3.73162
C 0.72759 -1.71222 4.88771
C 0.40458 -0.37907 5.10903
C 0.76779 0.59230 4.18504
C 1.44969 0.22275 3.03445
C 3.59334 -0.42228 0.66055
C 3.70283 -0.15813 -0.70273
C 4.63717 0.76006 -1.15646
C 5.46072 1.41408 -0.25145
C 5.35733 1.15081 1.10845
C 4.42244 0.23541 1.56740
C 3.16260 -3.20394 1.38865
C 2.50300 -4.34237 0.93711
C 3.07546 -5.59436 1.11633
C 4.30779 -5.70976 1.74257
C 4.97352 -4.57396 2.18706
C 4.40290 -3.32355 2.00952
H 1.62321 -3.12697 3.55046
H 0.44139 -2.46789 5.60825
H -0.14134 -0.09140 5.99841
H 0.48519 1.62607 4.34195
H 1.71063 0.97835 2.30427
H 3.02352 -0.63714 -1.39743
H 4.69678 0.99660 -2.21044
H 6.16812 2.15148 -0.60851
H 5.98791 1.67673 1.81387
H 4.31896 0.05663 2.63154
H 1.54750 -4.22969 0.43903
H 2.55991 -6.47824 0.76294
H 4.75570 -6.68597 1.87976
H 5.93972 -4.66345 2.66679
H 4.92791 -2.43755 2.34667
F 0.80195 1.07441 -0.11430
C 0.63979 2.41730 -0.18438
C -0.05022 2.99747 0.85478
F -0.58497 2.14467 1.76235
C -0.24016 4.37769 0.98892
C 0.28694 5.08949 -0.10272
C 0.92361 4.49091 -1.17424
F 1.32221 5.28540 -2.18407
C 1.14665 3.11861 -1.27062
C 1.75612 2.44740 -2.42690
C 1.33570 1.16244 -2.75954
N 0.97241 0.08149 -2.99994
C 2.85510 2.97568 -3.13513
N 3.76514 3.37523 -3.72927
F 0.17680 6.42938 -0.13309
C -0.89243 4.97260 2.12852
C -1.03754 4.26024 3.33968
N -1.15888 3.69052 4.34171
C -1.31783 6.32055 2.16064
N -1.68953 7.41392 2.23393
```

The net charge is -1. Its orbital gap is 5.302 eV. As for the HOMO energy: -3.8194 eV. The calculation puts the lowest unoccupied orbital energy at 1.5 eV. Its molecular weight is 1110.558 g/mol. The energy above the lowest of the compared OMol25 structures with the same formula, charge and spin comes out at 1.5 kcal per mole.

Table of Löwdin atomic charges, one value per atom, all in e: 0.628, -0.100, -0.215, -0.552, -0.206, -0.048, -0.424, 0.618, -0.477, 0.595, 0.071, 0.133, 0.123, 0.129, 0.141, 0.075, 0.071, 0.068, 0.082, 0.052, 0.210, -0.439, 0.185, -0.454, 0.147, 0.165, -0.286, 0.096, -0.201, -0.010, -0.059, -0.054, -0.130, 0.066, 0.102, 0.054, 0.096, 0.094, 0.104, 0.106, 0.104, 0.114, -0.372, 0.783, -0.275, -0.080, -0.085, -0.074, -0.062, -0.088, -0.279, -0.066, -0.063, -0.066, -0.077, -0.094, -0.272, -0.071, -0.080, -0.090, -0.083, -0.068, 0.104, 0.101, 0.107, 0.085, 0.104, 0.091, 0.099, 0.106, 0.102, 0.105, 0.103, 0.102, 0.099, 0.101, 0.103, 0.023, -0.164, -0.176, 0.058, -0.082, -0.164, -0.180, 0.095, -0.087, -0.233, -0.252, 0.078, -0.268, 0.108, 0.089, -0.222, -0.267, 0.100, -0.275, 0.097

***

6.
Entry from the Open Molecules 2025 dataset: a structure of composition C8H9IrN2O5S (wB97M-V/def2-TZVPD).

```
26
Properties=species:S:1:pos:R:3
O -2.37320 -3.65085 -1.30958
C -1.74644 -2.84965 -1.85648
Ir -0.01213 0.54552 -2.24142
O 1.47152 -1.57289 -0.62333
C 0.86861 -0.77828 -1.23672
C 1.20194 1.95456 -1.86376
O 1.97040 2.75766 -1.50162
C -1.02023 3.03783 -3.75440
O -2.05654 3.25749 -4.16313
C 0.50801 -0.25574 -3.88718
O 0.95595 -0.87136 -4.77308
H -1.10071 -1.75421 -2.17767
C 1.33659 0.98600 2.77752
N 0.34883 1.26319 1.74223
C -0.52036 0.48378 1.10801
S -1.36573 1.14502 -0.29517
N -0.86883 -0.73799 1.48663
C -0.37039 -1.54168 2.58949
H 1.14425 0.04225 3.27366
H 1.30673 1.79294 3.51700
H 2.33627 0.96380 2.33092
H 0.38104 2.18955 1.32880
H -1.62801 -1.11830 0.93351
H -0.47639 -1.00959 3.53596
H -0.96217 -2.46173 2.64510
H 0.67098 -1.81730 2.41472
```

The net charge is +3. Its orbital gap (alpha / beta) is 4.666 / 6.735 eV. Its multiplicity is 6. As for the HOMO energy (alpha / beta): -17.3340 / -22.1832 eV. The calculation puts the lowest unoccupied orbital energy (alpha / beta) at -12.7 / -15.4 eV. Its molecular weight is 437.453 g/mol. The energy above the lowest of the compared OMol25 structures with the same formula, charge and spin comes out at 14.6 kcal per mole.

Table of Löwdin atomic charges, one value per atom, all in e: 0.319, 0.274, 0.979, 0.178, -0.369, -0.294, 0.207, 0.017, 0.116, -0.249, 0.217, 0.130, 0.061, 0.111, -0.734, 0.898, 0.061, 0.020, 0.075, 0.148, 0.147, 0.163, 0.143, 0.129, 0.130, 0.123

***

So what do the calculations give for largest force on an atom? Going down the list: 0.0092 0.0823 0.0140 0.0510 0.0037 0.1462 hartree/bohr.